50
Properties=species:S:1:pos:R:3:forces:R:3:mulliken_charge:R:1 method="wB97M-V/def2-TZVPD" relative_energy_ev=2.462 orbital_gap_ha=0.266 total_charge=+1 smiles="CO[C@@H](c1ccc(C)cc1)[C@@H](C=[N+]1CCOCC1)c1ccccc1"
C -2.50367 1.26377 1.38685 0.3162 0.2679 0.1584 -0.76
O -1.26179 0.56424 1.43317 -0.5306 -0.2611 -0.2812 -0.36
C -0.31800 0.90165 0.43497 0.0747 1.4735 1.1378 0.24
C 1.03660 1.17563 1.11552 -0.0679 -0.1764 -0.0604 -0.15
C 1.95689 2.06929 0.55810 -0.0665 -0.1154 -0.1251 -0.23
C 3.23687 2.20193 1.09536 -0.2876 -0.0865 -0.0337 -0.76
C 3.62006 1.44387 2.20943 -0.2248 0.1812 0.0313 0.89
C 5.03460 1.53080 2.72399 0.0070 0.0317 0.1174 -1.42
C 2.65001 0.65538 2.84417 -0.0697 0.0085 -0.1284 -0.80
C 1.36894 0.51456 2.30252 0.0978 0.0636 -0.2259 -0.55
C -0.25647 -0.25088 -0.56561 0.7624 -0.6524 -0.7431 1.62
C -1.59188 -0.59212 -1.14855 -0.4303 -0.8537 0.9511 -1.76
N -2.43002 -1.45937 -0.63862 1.3600 0.7717 -1.1688 0.46
C -3.62439 -1.77166 -1.46999 -0.3366 -0.6021 -0.3700 -0.42
C -4.70894 -2.48937 -0.67841 -0.0030 -0.3078 0.4463 -0.73
O -4.15651 -3.55771 0.09272 0.2795 0.8856 -0.0051 -0.35
C -3.24091 -3.08402 1.08240 -0.6808 -0.1437 -0.0408 -0.78
C -2.03976 -2.36202 0.47846 0.1154 -0.5609 0.2966 -0.13
C 0.73987 0.14008 -1.65886 -0.2353 -0.2393 -0.3108 -0.11
C 2.06834 -0.27927 -1.55819 -0.0822 -0.1508 0.1722 0.03
C 3.02570 0.19686 -2.44740 -0.1355 0.1396 -0.1499 -0.75
C 2.63897 1.07772 -3.47138 -0.0427 -0.1450 0.3247 -0.49
C 1.30050 1.45497 -3.60814 -0.0783 0.0083 0.1750 -0.93
C 0.34668 0.98837 -2.69188 0.5127 0.0515 -0.2188 -0.29
H -3.20905 0.66861 1.97655 0.0696 0.2764 -0.0843 0.26
H -2.34627 2.25303 1.84701 -0.3782 -0.2359 -0.1991 0.34
H -2.90621 1.39378 0.36014 0.2822 -0.1074 0.3704 0.31
H -0.61033 1.83583 -0.08791 -0.0247 -0.4200 0.1174 0.37
H 1.66392 2.63814 -0.33011 0.2056 -0.1394 0.2548 0.40
H 3.94375 2.90802 0.64771 -0.2293 -0.3236 0.1137 0.41
H 5.18643 0.86049 3.57184 0.0040 0.0663 -0.0655 0.35
H 5.75698 1.26286 1.94612 -0.1447 -0.0044 0.0690 0.33
H 5.28095 2.54792 3.04656 -0.0808 -0.1166 -0.0250 0.34
H 2.89238 0.15042 3.78347 -0.0162 0.0987 -0.3669 0.32
H 0.60884 -0.09083 2.79973 0.3347 0.1022 -0.0943 0.42
H 0.15898 -1.11367 -0.01705 -0.3092 0.2080 -0.1756 0.70
H -1.89561 -0.14900 -2.10498 -0.0115 -0.0113 0.5124 0.42
H -4.01244 -0.83357 -1.88607 0.1638 -0.2250 0.1316 0.42
H -3.32072 -2.43159 -2.30246 0.1386 0.3113 0.4002 0.33
H -5.24984 -1.75535 -0.04712 0.1215 -0.4691 -0.0727 0.34
H -5.40201 -2.98961 -1.36928 0.1119 0.4820 0.1818 0.35
H -3.75235 -2.41551 1.80632 0.0752 -0.3661 -0.3081 0.32
H -2.90688 -4.00370 1.58624 0.0283 0.5779 0.0447 0.35
H -1.34002 -3.13042 0.09924 -0.2583 0.5130 -0.1945 0.36
H -1.53577 -1.78291 1.26108 -0.1581 -0.0122 -0.3584 0.26
H 2.34493 -0.96315 -0.74378 -0.0213 0.3616 -0.3704 0.35
H 4.07186 -0.10876 -2.32333 -0.4940 0.1785 -0.1650 0.41
H 3.39363 1.47998 -4.14321 -0.1977 -0.1206 0.0497 0.42
H 0.98811 2.13519 -4.40776 0.2017 -0.3052 0.3109 0.38
H -0.69495 1.30109 -2.78955 0.3328 0.0928 -0.0258 0.25



59
Properties=species:S:1:pos:R:3:forces:R:3:lowdin_spin:R:1 method="wB97M-V/def2-TZVPD" spin_multiplicity=2 orbital_gap_ha="0.227 / 0.340" total_charge=0
Be -4.15292 14.77426 -16.02978 0.5945 -0.1138 0.0257 0.50
B -2.11704 13.11070 -17.48764 -0.3591 -1.5714 -1.1751 0.02
F -3.32937 13.44828 -18.12646 -0.2015 0.2633 -0.4138 0.02
F -2.34525 11.93337 -16.78622 0.0384 -1.0498 0.2674 0.00
F -1.06022 12.96579 -18.39020 -0.2875 0.3492 0.2030 0.00
F -1.91463 14.07664 -16.55596 0.4512 2.1353 1.5412 0.03
N -5.94228 12.79036 -15.53923 -1.3045 -2.9569 0.7680 0.07
C -5.58876 11.48390 -15.77619 1.2116 1.8782 -0.0038 0.00
C -6.36598 10.37077 -15.59558 0.0555 -0.7363 0.9960 0.00
C -7.53215 10.49507 -14.89177 -0.5138 0.5848 0.7806 0.00
C -7.88886 11.77099 -14.46463 -0.9885 -0.3013 -0.9309 0.00
C -7.16342 12.84446 -14.91077 2.1066 1.4638 -0.8691 0.01
H -4.54578 11.30988 -15.99600 0.1178 0.2987 -0.7588 0.00
H -5.95775 9.37565 -15.69295 0.1819 0.0421 -0.6061 0.00
H -8.09599 9.63374 -14.56527 -0.1242 -0.0855 -0.1539 0.00
H -8.84299 11.95827 -13.99456 0.0655 -0.0515 0.3298 0.00
H -7.45566 13.87264 -14.75638 -0.4276 0.0327 0.3058 0.01
N -3.29658 13.85800 -13.78047 -0.1111 0.8964 1.1428 0.06
C -2.85796 12.59793 -13.68626 -0.5594 -0.0115 0.0115 0.00
C -2.34964 12.00894 -12.54501 -0.2476 0.5939 0.5807 0.00
C -2.27752 12.78203 -11.39347 -0.3931 -0.2967 -0.1395 0.00
C -2.70747 14.10319 -11.44597 -0.5826 0.5023 -0.7872 0.00
C -3.24637 14.63253 -12.63355 1.4182 -2.1243 -0.9078 0.01
H -2.98824 11.89863 -14.49891 0.0276 0.6244 -0.6921 0.00
H -2.14531 10.94993 -12.60106 0.2890 0.0187 0.2917 0.00
H -2.01733 12.33641 -10.44472 0.3331 0.0533 0.0543 0.00
H -2.68270 14.74113 -10.57487 0.0397 -0.0423 0.1388 0.00
H -3.49514 15.68167 -12.69531 -0.3657 -0.0705 -0.2618 0.00
N -3.32549 16.65104 -17.70695 0.0071 0.0177 -0.1843 0.06
C -3.88104 17.84751 -17.51241 0.3084 0.4996 -1.0642 0.02
C -3.76208 18.91557 -18.44358 0.2576 -0.4468 0.1653 0.00
C -3.02557 18.73589 -19.59776 0.2858 -1.9386 0.3315 0.00
C -2.37775 17.47700 -19.74567 -0.9636 0.5614 -0.3734 0.00
C -2.57356 16.46611 -18.81206 0.1423 1.2102 0.4285 0.00
H -4.44922 17.96712 -16.60177 -0.0950 -0.0217 0.1116 0.01
H -4.20223 19.89743 -18.35075 -0.3946 -0.1311 0.6489 0.00
H -3.03553 19.49806 -20.36287 0.3518 0.0050 -0.0507 0.00
H -1.85606 17.20717 -20.65199 0.2940 0.2394 -0.0244 0.00
H -2.00252 15.55587 -18.92059 -0.4013 -0.3993 0.1218 0.00
C -5.41963 14.32144 -20.45419 -0.5317 -0.1724 0.9900 0.00
C -6.03910 14.94414 -19.16430 1.4793 -0.3351 -1.0567 0.01
O -5.86718 14.37387 -18.11922 -0.4985 -0.2081 0.5305 0.06
C -6.70016 16.28884 -19.18535 -0.3484 0.2521 0.0336 0.00
H -5.09664 13.31898 -20.17338 -0.4893 -0.1710 -0.0872 0.00
H -4.47355 14.74199 -20.79501 -0.2593 0.8036 0.0802 0.00
H -6.17262 14.33185 -21.24224 0.2083 -0.1000 -0.2138 0.00
H -7.78805 16.24415 -19.13424 -0.1168 -0.4156 -0.1610 0.00
H -6.45355 16.87566 -20.07018 0.2055 0.0987 0.1763 0.00
H -6.42308 16.75178 -18.23825 0.2129 0.3361 -0.2251 0.00
C -0.31985 16.09582 -14.19060 0.0246 -0.0079 -0.7591 0.00
C -1.42017 16.95722 -14.80869 -2.1600 0.3807 1.0818 0.00
O -2.57840 16.58881 -14.99972 1.4707 -0.4547 0.1608 0.07
C -1.23864 18.46800 -14.96935 1.1359 -0.6020 -0.2480 0.00
H -0.30550 15.03582 -14.44416 -0.6031 0.1006 -0.3840 0.00
H -0.46968 16.11932 -13.11120 0.1324 0.3462 0.1186 0.00
H 0.66337 16.47596 -14.46786 -0.0042 0.2269 0.3038 0.00
H -0.36457 18.86750 -14.45505 -0.0210 -0.0526 0.1357 0.00
H -2.13411 19.03095 -14.70609 0.0307 -0.3250 -0.0946 0.00
H -1.02479 18.56705 -16.03357 -0.1246 0.3783 -0.2301 0.00



62
Properties=species:S:1:pos:R:3:forces:R:3:lowdin_spin:R:1 method="wB97M-V/def2-TZVPD" spin_multiplicity=6 relative_energy_ev=1.981 orbital_gap_ha="0.219 / 0.281" total_charge=0
Mn -0.13127 0.70135 0.52618 -0.0207 0.5127 0.0690 2.90
C 2.40831 2.34919 -2.99686 -0.0091 -0.0024 0.0206 0.00
C 1.75290 1.26862 -2.40185 -0.0528 -0.0704 -0.0258 0.01
N 1.08143 1.64937 -1.31563 -0.0502 0.0218 0.0268 0.03
N 1.29682 2.98273 -1.20035 -0.0245 -0.1326 0.0736 0.00
C 2.08664 3.42029 -2.18982 -0.0005 0.0355 -0.0106 0.00
B 0.67530 3.78385 -0.04755 0.0107 0.0535 -0.0559 0.00
N 1.21554 3.25940 1.29842 -0.0601 -0.0370 -0.0274 0.00
C 1.85323 3.93394 2.26314 0.0039 0.0382 0.0180 0.01
C 2.04742 3.08835 3.33770 0.0014 -0.0047 -0.0200 0.00
C 1.48295 1.88062 2.92722 0.0015 -0.0240 -0.0098 0.01
N 0.99195 1.98768 1.69378 0.1067 -0.0538 0.0653 -0.01
N -0.85359 3.57357 -0.06616 0.0253 0.0434 0.2236 0.00
C -1.83381 4.45703 -0.29376 -0.0306 0.0253 0.0083 0.00
C -3.04687 3.83718 -0.05627 0.0458 -0.0107 -0.0341 0.00
C -2.69825 2.53934 0.31927 -0.0373 -0.0240 0.0801 0.01
N -1.37677 2.38840 0.30824 -0.0633 -0.0244 -0.2100 0.00
H 3.02299 2.34633 -3.87955 -0.0074 0.0011 0.0053 0.00
H 1.73732 0.23799 -2.71418 0.0173 0.0134 -0.0027 0.01
H 2.35701 4.46178 -2.24685 0.0065 -0.0134 -0.0093 0.00
H 0.92888 4.95443 -0.15209 0.0243 -0.0674 -0.0684 0.00
H 2.12439 4.96585 2.11450 -0.0188 -0.0039 0.0167 0.00
H 2.52564 3.31049 4.27495 -0.0082 0.0020 -0.0056 0.00
H 1.40001 0.94863 3.46058 0.0067 0.0123 0.0167 0.00
H -1.59873 5.46081 -0.60675 -0.0107 0.0014 0.0362 0.00
H -4.03252 4.25786 -0.14746 0.0120 0.0057 0.0224 0.00
H -3.33180 1.71405 0.60368 -0.0059 -0.0055 -0.0588 0.00
N -2.33904 0.42677 -1.99975 0.0042 -0.0227 -0.0795 0.00
C -2.56269 -0.43582 -0.98582 0.0068 -0.0235 -0.0092 0.02
N -3.68004 -1.15590 -1.03323 0.0784 -0.0161 0.0208 0.06
C -3.78987 -2.06106 -0.03720 -0.0640 -0.0927 0.0037 0.03
N -4.93987 -2.78206 -0.03132 0.0013 0.0241 -0.0053 0.01
N -2.89149 -2.34682 0.89106 0.0214 0.1124 -0.0639 0.08
C -1.78301 -1.57499 0.85756 0.0085 -0.1413 0.0282 0.18
N -1.63557 -0.52073 -0.02431 0.0263 0.0706 -0.1014 0.07
C -0.67654 -1.82641 1.69216 -0.0204 -0.1085 -0.0316 0.14
C -0.59390 -2.93896 2.57038 -0.0080 0.0467 -0.0506 0.06
C 0.57574 -3.19213 3.21850 0.0728 -0.0223 0.0269 0.06
C 1.70024 -2.35286 2.99819 -0.0348 -0.0380 0.0194 0.12
C 1.54288 -1.26790 2.17538 -0.0878 0.0097 -0.0556 0.02
N 0.39076 -0.96150 1.55938 0.1510 0.0893 0.0941 0.18
H -3.06955 0.55541 -2.67526 -0.0155 0.0313 0.0245 0.00
H -1.56335 1.06586 -1.96303 0.0025 -0.0036 0.0321 0.00
H -5.68731 -2.47619 -0.62640 0.0002 0.0046 0.0040 0.00
H -5.14421 -3.33259 0.78213 0.0157 -0.0146 -0.0052 0.00
H -1.46258 -3.57308 2.67488 -0.0027 0.0168 0.0172 0.00
H 0.65420 -4.04145 3.88552 0.0110 0.0026 -0.0106 0.00
H 2.65525 -2.54429 3.46494 -0.0067 -0.0187 0.0007 0.01
H 2.36783 -0.59172 1.98304 0.0038 0.0084 0.0197 0.00
C 2.21459 -3.93679 -0.70660 0.0129 -0.0240 0.0316 0.01
C 1.13872 -3.23596 -1.53046 0.0042 0.0265 0.1543 0.10
C 1.28286 -3.56661 -3.02334 0.0176 -0.0088 -0.0547 0.05
C 1.16399 -1.76354 -1.31015 0.0254 -0.2197 -0.3726 0.70
H 2.22226 -5.01219 -0.89420 -0.0155 0.0075 -0.0030 0.00
H 2.05773 -3.77775 0.36192 0.0002 0.0188 -0.0128 0.00
H 3.20275 -3.54456 -0.96453 -0.0069 -0.0144 -0.0043 0.00
H 0.15666 -3.61284 -1.21368 -0.0016 0.0070 0.0131 0.02
H 2.25283 -3.23024 -3.39814 -0.0055 -0.0067 0.0076 0.00
H 0.50505 -3.07924 -3.61373 0.0038 0.0018 0.0133 0.00
H 1.20996 -4.64416 -3.18842 0.0000 0.0084 0.0077 0.01
H 0.38011 -1.15945 -1.75029 -0.0348 0.0245 0.1190 0.04
H 2.05950 -1.26737 -0.95773 -0.0255 -0.0274 0.0780 0.04



For reference, E_tot by record: -1020.7756, -1570.3317, -2649.4736 a.u..